1.
The following is a DFT calculation (wB97M-V/def2-TZVPD) of a single CH4N2O2S molecule at a distorted geometry.

Summary:
DFT total energy: -19010.960 eV
ΔE to the lowest compared entry with this formula, charge and spin: 0.9636 eV
HOMO-LUMO gap: 10.6 eV

Geometry (Å):
C 0.6548 0.7563 1.2782
N -0.3930 0.0674 -1.5894
N 0.1617 -0.4135 0.7896
O 0.1269 1.8084 1.0589
O -1.7848 -1.6984 -0.5441
S -1.3292 -0.4166 -0.2885
H 1.6082 0.6094 1.7229
H -0.2621 1.0429 -1.8082
H 0.4809 -0.5055 -1.6016
H 0.7366 -1.2505 0.9823

2.
The following is a DFT calculation (wB97M-V/def2-TZVPD) of a molecular structure, C24H36Cl2N5O5PS2SbTi at a distorted geometry.

Summary:
DFT total energy: -128824.722 eV
ΔE to the lowest compared entry with this formula, charge and spin: 0.6635 eV
Charge: -1
HOMO-LUMO gap (spin up / spin down): 4.8 / 6.6 eV
Spin multiplicity: 3

Geometry (Å):
Ti -0.4536 -0.5228 0.8114
N -2.3140 -2.1411 3.3916
N -2.7371 -3.2599 2.6932
C -2.4923 -3.4319 1.3644
O -2.9417 -4.3853 0.7487
O -1.7370 -2.4969 0.8029
H -1.7450 -2.3878 4.1869
H -3.0693 -1.5219 3.6465
H -3.3985 -3.9090 3.0837
S 0.9638 -1.5028 2.8456
C 2.0671 -0.1732 3.2959
C 2.8643 -0.3431 4.4287
C 3.7746 0.6294 4.8060
C 3.8718 1.7852 4.0340
C 3.0752 1.9567 2.9171
C 2.1467 0.9824 2.5026
S 1.2158 1.2745 1.0456
H 2.7624 -1.2545 5.0086
H 4.3973 0.4892 5.6816
H 4.5760 2.5627 4.3100
H 3.1476 2.8631 2.3265
Cl -3.7568 0.8995 -2.6086
C -3.6888 1.3308 -0.9155
C -4.6051 2.2493 -0.4099
C -4.5428 2.6094 0.9133
Cl -5.7214 3.7625 1.5167
C -3.5679 2.0916 1.7865
C -3.4210 2.4408 3.1658
C -2.3734 1.8580 3.8829
C -1.5208 0.9576 3.2984
N -1.6419 0.5645 1.9884
C -2.6610 1.1581 1.2415
C -2.7132 0.7551 -0.1097
O -1.8231 -0.1337 -0.5240
H -5.3595 2.6736 -1.0586
H -4.0886 3.1569 3.6212
H -2.2096 2.1273 4.9196
H -0.6969 0.5309 3.8531
N 3.2755 -2.4911 0.6620
C 2.5875 -3.5241 -0.1413
P 1.3502 -2.7128 -1.2004
O 1.9695 -2.3150 -2.4927
O 0.7280 -1.5928 -0.3485
C 0.0339 -3.9336 -1.4813
N -1.2255 -3.2114 -1.7591
H 3.4619 -1.6539 0.1229
H 4.1543 -2.8250 1.0307
H 1.8535 -2.0123 1.9318
H 2.1076 -4.2319 0.5396
H 3.2547 -4.0709 -0.8112
H -0.1214 -4.5440 -0.5894
H 0.3540 -4.5813 -2.2990
H -1.9380 -3.8198 -2.1395
H -1.0976 -2.4231 -2.3852
H -1.6822 -2.7165 -0.2232
C 3.4772 1.6899 -2.1481
C 2.4882 1.1858 -3.2055
Sb 0.4385 1.1370 -2.4857
C -0.1212 2.9983 -3.4593
C -0.0841 4.1739 -2.4735
C -0.2322 -0.1333 -4.1049
C 0.1316 0.3579 -5.5085
H 4.5089 1.6606 -2.5158
H 3.4237 1.0888 -1.2382
H 3.2606 2.7198 -1.8499
H 2.7253 0.1574 -3.4920
H 2.5231 1.8128 -4.1005
H -1.1319 2.8659 -3.8596
H 0.5566 3.1665 -4.3015
H -0.7480 3.9963 -1.6235
H -0.3913 5.1132 -2.9443
H 0.9210 4.3217 -2.0662
H -1.3138 -0.2440 -3.9949
H 0.2394 -1.1025 -3.9127
H -0.3310 1.3235 -5.7272
H -0.2016 -0.3482 -6.2778
H 1.2126 0.4733 -5.6195